1.
Density functional theory data (ωB97M-V/def2-TZVPD) for the molecule C9H9NO3.

XYZ file:
```
22
Properties=species:S:1:pos:R:3:forces:R:3:mulliken_charge:R:1
C 2.583315 -1.021315 -0.557688 -0.269 -0.146 0.367 -0.80
C 1.862157 -1.993678 0.080849 1.781 -1.511 0.422 -0.42
C 2.006076 0.178494 -0.729487 -1.277 1.945 -0.430 -0.70
C 0.641240 -1.795060 0.554139 -2.446 1.450 0.118 -0.81
C 0.734902 0.505802 -0.213497 1.348 -0.403 -0.166 0.28
C 0.037556 -0.537866 0.350432 0.184 -0.558 1.364 1.03
C 0.184241 1.913344 -0.219901 -0.250 1.088 -1.676 -0.57
C -1.167536 1.969741 0.455531 -0.219 -2.854 -1.485 -0.80
C -1.378935 -0.335681 0.637189 2.695 3.138 1.034 0.08
N -2.062472 -0.274560 -0.583553 -3.516 0.048 0.464 1.01
O -3.290179 -0.032972 -0.439024 0.753 -0.579 -0.735 -0.71
O -1.488912 -0.446206 -1.618637 -0.042 0.249 -1.196 -0.60
O -2.005211 -0.911803 1.677739 0.973 0.257 -0.598 -0.45
H 3.600437 -1.111979 -0.786748 1.213 -0.576 -0.701 0.44
H 2.258837 -2.945974 0.316767 0.847 -0.826 -0.115 0.38
H 2.491528 0.891480 -1.359180 0.510 0.722 0.073 0.41
H 0.115521 -2.579419 1.063152 -0.316 -0.167 0.100 0.44
H 0.931152 2.705629 0.081992 -0.663 -1.145 0.512 0.44
H 0.031623 2.267477 -1.273524 0.019 -0.707 0.438 0.28
H -1.102874 2.446565 1.397880 -0.738 0.219 0.993 0.34
H -2.082872 2.027904 -0.194977 1.075 0.459 1.042 0.32
H -2.899603 -0.919914 1.360555 -1.662 -0.105 0.174 0.41
```
Forces are in eV/Å.

frontier orbital gap (spin up / spin down): 7.991 / 7.991 eV
energy above the lowest of the compared OMol25 structures with the same formula, charge and spin: 106.34 kcal per mole
charge: 0
F_max: 0.083 Eh/bohr

***

2.
Density functional theory data (ωB97M-V/def2-TZVPD) for a structure of composition C9H9NO3P.

XYZ file:
```
23
Properties=species:S:1:pos:R:3:forces:R:3:mulliken_charge:R:1
C 3.296293 0.315631 0.235956 -1.409 -0.745 -0.081 -0.40
C 2.185801 1.108293 0.521367 -0.855 -2.688 -0.794 -0.80
C 3.125543 -0.997895 -0.190877 1.932 -0.222 -1.073 -0.32
C 0.868530 0.593713 0.406579 0.717 0.339 1.133 -0.85
C 1.869757 -1.485318 -0.390753 -1.040 -1.367 -0.029 -0.37
C 0.744752 -0.742402 -0.015718 -0.919 0.886 0.289 0.77
C -0.668947 -1.234318 -0.010633 2.286 0.553 -1.454 0.24
C -1.657757 -0.411642 -0.319817 0.957 2.024 -0.318 0.10
C -3.002472 -0.624951 0.074223 0.245 -1.378 0.654 0.49
N -1.865037 2.729037 0.394524 3.565 -0.756 -1.713 -0.88
O -3.499700 -1.701596 0.332076 -0.898 -2.877 0.132 -0.81
O -3.478261 0.487125 0.320919 -2.337 3.402 0.170 -0.56
O -0.807325 -2.533504 0.187479 -2.016 -1.091 0.554 -0.60
P -1.864379 1.439892 -0.524258 1.780 -0.505 0.246 0.33
H 4.280751 0.652147 0.349934 1.215 0.805 0.269 0.42
H 2.363152 2.037335 0.900790 0.187 2.584 0.846 0.50
H 4.024289 -1.631459 -0.513712 -1.346 1.021 0.669 0.24
H -0.054233 1.196718 0.769069 2.202 -1.094 -0.402 0.48
H 1.781872 -2.503859 -0.813276 -0.312 0.651 0.439 0.31
H -2.690621 2.841002 0.818139 -3.917 0.486 2.342 0.24
H -1.823068 -2.640736 0.222599 1.052 -0.107 0.012 0.38
H -0.584293 1.661915 -1.069486 -0.006 0.122 -0.665 0.12
H -2.544651 1.444872 -1.685128 -1.080 -0.043 -1.224 -0.04
```
Forces are in eV/Å.

frontier orbital gap: 7.981 eV
energy above the lowest of the compared OMol25 structures with the same formula, charge and spin: 21.06 kcal per mole
charge: -1
F_max: 0.089 Eh/bohr

***

3.
Density functional theory data (ωB97M-V/def2-TZVPD) for the molecule C9H9NOS.

XYZ file:
```
21
Properties=species:S:1:pos:R:3:forces:R:3:mulliken_charge:R:1
C -2.945105 -2.667106 -0.369048 -0.348 -0.793 -0.946 -0.58
O -3.105819 -1.832939 0.734009 -2.085 0.377 1.299 -0.40
C -2.101150 -0.959927 1.042461 -0.197 -0.214 -1.719 0.12
C -2.215149 -0.430453 2.376629 2.102 2.195 2.240 0.17
N -1.737121 0.214375 3.231737 -1.775 -1.550 -1.177 -0.46
S -2.130142 0.420471 -0.229009 0.658 0.738 0.075 -0.15
C -0.531150 1.307351 -0.059211 0.237 -2.526 1.726 0.83
C 0.360034 0.944763 0.985256 -0.031 0.483 0.079 -0.34
C 1.620184 1.606118 1.086001 -0.343 -4.270 2.117 -0.49
C 2.050234 2.452004 0.139968 -0.045 3.387 0.553 -0.43
C 1.130638 2.815358 -0.840014 1.037 -0.588 -2.523 -0.38
C -0.060618 2.141260 -1.043120 -0.728 0.839 -0.539 -0.43
H -2.431290 -3.587162 -0.020207 -0.146 0.329 -0.519 0.25
H -2.326684 -2.080473 -1.066533 -0.308 -0.804 -0.479 0.33
H -3.981452 -2.967143 -0.812367 1.922 0.803 0.837 0.22
H -1.160743 -1.469282 0.935263 0.896 -0.042 0.189 0.44
H 0.071764 0.174866 1.738872 0.494 0.994 -0.753 0.15
H 2.361987 1.146689 1.828005 -1.256 1.154 -0.746 0.25
H 2.872877 3.144420 0.448367 -0.176 -1.021 -1.097 0.29
H 1.501725 3.330620 -1.741855 -0.247 0.439 0.803 0.29
H -0.646818 2.298846 -1.963383 0.337 0.070 0.579 0.31
```
Forces are in eV/Å.

frontier orbital gap: 9.235 eV
energy above the lowest of the compared OMol25 structures with the same formula, charge and spin: 60.57 kcal per mole
charge: 0
F_max: 0.093 Eh/bohr
structure (SMILES): CO[C@H](C#N)Sc1ccccc1

***

4.
Density functional theory data (ωB97M-V/def2-TZVPD) for a structure of composition CAg5O3.

XYZ file:
```
9
Properties=species:S:1:pos:R:3:forces:R:3:mulliken_charge:R:1
Ag -1.647859 1.086476 -2.638912 0.385 0.169 0.062 0.85
Ag -1.039538 -1.651611 2.914428 0.470 0.866 -0.086 0.87
Ag 2.619130 -2.150773 -0.443967 0.255 0.751 0.016 0.92
Ag -2.321364 -1.367471 -0.544942 0.464 0.698 0.068 0.77
Ag 1.100537 2.856090 0.008299 0.581 -0.288 0.079 0.82
C 0.317229 0.272126 0.185512 1.420 0.449 0.616 0.58
O -0.618231 0.396113 -0.734608 -1.448 -0.993 -0.655 -0.51
O 1.560280 0.446763 -0.146256 -0.854 -0.098 -0.583 -0.80
O 0.029819 0.112289 1.400445 -1.274 -1.555 0.483 -0.50
```
Forces are in eV/Å.

frontier orbital gap: 6.773 eV
energy above the lowest of the compared OMol25 structures with the same formula, charge and spin: 21.47 kcal per mole
charge: +3
F_max: 0.040 Eh/bohr

***

5.
Density functional theory data (ωB97M-V/def2-TZVPD) for a structure of composition CBr2Cl2S.

XYZ file:
```
6
Properties=species:S:1:pos:R:3:forces:R:3:mulliken_charge:R:1
C 0.040542 -1.284004 -0.997674 -0.216 0.276 -0.322 0.14
S 1.085080 2.361039 2.360464 -0.477 0.117 0.147 0.05
Cl -1.215549 -0.154414 -1.331397 0.461 0.013 0.225 -0.09
Cl -0.742647 2.874771 2.992686 0.475 -0.136 -0.169 -0.05
Br -0.318539 -2.995241 -1.629133 0.069 -0.338 0.045 -0.03
Br 1.826897 -0.708958 -1.090433 -0.312 0.069 0.076 -0.01
```
Forces are in eV/Å.

frontier orbital gap (spin up / spin down): 8.599 / 6.118 eV
energy above the lowest of the compared OMol25 structures with the same formula, charge and spin: 56.09 kcal per mole
charge: 0
F_max: 0.010 Eh/bohr

***

6.
Density functional theory data (ωB97M-V/def2-TZVPD) for a cluster of 2 separate species, CBrCl2NO2 in total.

XYZ file:
```
7
Properties=species:S:1:pos:R:3:forces:R:3:mulliken_charge:R:1
C 0.471466 0.609811 0.428090 -1.589 -1.967 -0.317 0.26
N -0.681900 -0.812148 -0.707570 2.680 3.260 1.712 0.73
O -0.230126 -0.867621 -1.793459 -0.364 -0.751 -0.955 -0.45
O -1.565845 -1.298934 -0.113659 -0.859 -0.741 0.046 -0.42
Cl -0.692600 1.798642 0.910936 0.302 -0.134 -0.204 -0.07
Cl 1.723158 1.126112 -0.601078 -0.242 -0.108 0.044 -0.04
Br 0.975848 -0.555862 1.876741 0.072 0.440 -0.327 -0.01
```
Forces are in eV/Å.

frontier orbital gap (spin up / spin down): 8.550 / 8.544 eV
energy above the lowest of the compared OMol25 structures with the same formula, charge and spin: 23.15 kcal per mole
charge: 0
F_max: 0.089 Eh/bohr

***

7.
Density functional theory data (ωB97M-V/def2-TZVPD) for a structure of composition CBrClN2.

XYZ file:
```
5
Properties=species:S:1:pos:R:3:forces:R:3:mulliken_charge:R:1
C -0.010475 -1.095273 -0.390469 0.778 1.329 -0.015 0.18
N -0.589715 -2.055402 -0.627360 -0.780 -1.372 -0.179 -0.28
N -0.107002 1.775634 -0.448414 -0.728 -1.561 0.717 -0.11
Cl 0.218894 3.324301 -0.269725 0.423 2.144 0.228 0.05
Br 0.415805 1.117771 -2.057843 0.307 -0.540 -0.751 0.16
```
Forces are in eV/Å.

frontier orbital gap (spin up / spin down): 9.077 / 6.484 eV
energy above the lowest of the compared OMol25 structures with the same formula, charge and spin: 61.07 kcal per mole
charge: 0
F_max: 0.043 Eh/bohr

***

8.
Density functional theory data (ωB97M-V/def2-TZVPD) for a cluster of 2 separate species, CBrClN2 in total.

XYZ file:
```
5
Properties=species:S:1:pos:R:3:forces:R:3:mulliken_charge:R:1
C -1.536704 0.803540 -0.135426 -0.490 -1.987 0.050 0.26
N -1.085102 1.843077 -0.288866 0.119 0.635 0.000 -0.33
N 1.793742 -0.597083 0.617527 -2.132 0.898 1.466 -0.13
Cl 2.971019 -1.112427 -0.205283 2.100 -0.903 -1.469 0.14
Br -2.142955 -0.937105 0.012047 0.403 1.357 -0.047 0.07
```
Forces are in eV/Å.

expectation value of S²: 2.0096
frontier orbital gap (spin up / spin down): 10.147 / 10.984 eV
multiplicity: 3
charge: 0
F_max: 0.053 Eh/bohr

***

9.
Density functional theory data (ωB97M-V/def2-TZVPD) for a cluster of 2 separate species, CBrF4N in total.

XYZ file:
```
7
Properties=species:S:1:pos:R:3:forces:R:3:mulliken_charge:R:1
C -0.621143 -0.296870 0.004663 -2.315 -1.018 -4.178 0.88
N -0.016561 0.944819 0.352692 0.430 -0.193 3.486 -0.22
F -0.050808 -1.425275 0.376922 0.657 0.692 0.249 -0.19
F -0.863366 -0.402068 -1.392390 0.835 0.280 1.965 -0.27
F -1.834874 -0.267349 0.547811 0.137 0.161 0.439 -0.22
F 0.514750 1.663088 -0.574876 0.252 0.036 -2.022 0.00
Br 2.872004 -0.216346 0.685175 0.003 0.042 0.061 0.01
```
Forces are in eV/Å.

frontier orbital gap (spin up / spin down): 7.372 / 9.398 eV
energy above the lowest of the compared OMol25 structures with the same formula, charge and spin: 40.19 kcal per mole
charge: 0
F_max: 0.095 Eh/bohr

***

10.
Density functional theory data (ωB97M-V/def2-TZVPD) for a cluster of 2 separate species, CCl2N2O4 in total.

XYZ file:
```
9
Properties=species:S:1:pos:R:3:forces:R:3:mulliken_charge:R:1
C 0.968008 -0.243078 -0.083026 0.924 -1.155 -0.219 0.27
N 0.532000 -0.050088 -1.485669 -0.808 1.952 2.490 0.90
N -1.544105 0.244270 1.406836 2.272 -1.983 -0.696 0.84
O -0.149519 0.944550 -1.688383 0.320 -0.034 -0.091 -0.52
O -2.464391 -0.455649 1.277804 -2.093 -0.415 0.028 -0.45
O 0.796130 -0.921893 -2.226833 0.368 -1.516 -2.115 -0.53
O -1.253833 1.323560 1.706324 -0.643 2.461 0.831 -0.38
Cl 1.552415 0.980895 0.894994 -0.095 0.245 -0.467 -0.04
Cl 1.563298 -1.822570 0.197955 -0.245 0.444 0.239 -0.09
```
Forces are in eV/Å.

expectation value of S²: 2.0088
frontier orbital gap (spin up / spin down): 9.439 / 9.211 eV
energy above the lowest of the compared OMol25 structures with the same formula, charge and spin: 0.00 kcal per mole
multiplicity: 3
charge: 0
F_max: 0.064 Eh/bohr